A molecular structure, C48H38AsN5O8PbSe. Source: the OMol25 dataset; level of theory: the ωB97M-V functional and the def2-TZVPD basis.

Positions of all 102 atoms, in Å:
Pb  1.4229  -0.2770  1.4336
C  4.1896  3.3426  1.7988
C  3.4134  4.3755  2.1725
C  2.0911  4.1491  2.6707
C  1.5725  2.8865  2.5467
N  2.2885  1.8491  2.0784
C  3.7093  1.9675  2.0830
C  0.1320  2.6323  2.8755
C  -0.6954  3.6353  3.3843
C  -1.9970  3.3374  3.7109
C  -2.4720  2.0459  3.5288
C  -1.6046  1.0977  3.0156
N  -0.3378  1.3966  2.6889
C  -2.0676  -0.3174  2.8355
C  -3.3830  -0.6039  2.4779
C  -3.7596  -1.9252  2.3124
C  -2.8210  -2.9243  2.5096
C  -1.5364  -2.5449  2.8661
N  -1.1669  -1.2769  3.0368
H  5.1692  3.4730  1.3529
H  3.7631  5.3968  2.0530
H  1.5100  4.9776  3.0415
H  4.1299  1.2476  1.3801
H  -0.3190  4.6362  3.5251
H  -2.6444  4.1043  4.1203
H  -3.4799  1.7754  3.8164
H  -4.0845  0.1990  2.2846
H  -4.7699  -2.1724  2.0087
H  -3.0726  -3.9709  2.3788
H  -0.7557  -3.2885  3.0105
C  4.5459  -3.4067  1.3575
O  5.4200  -3.1182  0.2549
C  5.3314  -1.9312  -0.4175
C  6.4904  -1.5298  -1.0405
C  6.5536  -0.3445  -1.7870
C  5.4279  0.4414  -1.8640
C  4.2304  0.0711  -1.2284
C  3.1018  0.9918  -1.4053
N  1.9706  0.9587  -0.8259
N  1.1420  2.0409  -1.1031
C  -0.0700  1.8096  -1.5079
O  -0.6651  0.7218  -1.8499
C  -0.9026  3.0705  -1.6125
C  -0.3377  4.2934  -1.9702
C  -1.1329  5.4257  -2.1059
C  -2.5034  5.3530  -1.8778
C  -3.0692  4.1398  -1.5040
C  -2.2727  3.0065  -1.3781
C  4.1263  -1.1569  -0.5062
O  3.0112  -1.5802  -0.0140
H  5.0102  -4.2516  1.8665
H  3.5493  -3.6784  1.0232
H  4.4666  -2.5652  2.0447
H  7.3655  -2.1618  -0.9291
H  7.4768  -0.0489  -2.2698
H  5.4477  1.3723  -2.4234
H  3.2675  1.8035  -2.1186
H  0.7331  4.3356  -2.1291
H  -0.6818  6.3711  -2.3869
H  -3.1247  6.2351  -1.9897
H  -4.1344  4.0716  -1.3117
H  -2.7056  2.0561  -1.0928
O  2.1970  0.9142  5.0452
Se  3.5220  0.3050  4.3362
O  4.2949  1.5947  3.4240
O  3.1671  -0.8405  3.1929
O  4.6907  -0.1649  5.3525
O  -0.7796  -0.9332  0.3561
As  -1.4414  -1.2998  -1.1135
C  -0.4847  -1.8840  -2.6860
C  -1.2176  -2.4327  -3.7343
C  -0.5643  -2.8541  -4.8870
C  0.8192  -2.7385  -4.9782
C  1.5483  -2.2199  -3.9143
C  0.8981  -1.7917  -2.7626
C  -3.0949  -0.3938  -1.5457
C  -3.9159  -0.1041  -0.4596
C  -5.0801  0.6372  -0.6393
C  -5.4287  1.0798  -1.9095
C  -4.6092  0.7846  -2.9947
C  -3.4415  0.0570  -2.8138
C  -2.2018  -3.0958  -0.6908
C  -3.5442  -3.3918  -0.4775
C  -3.9409  -4.6627  -0.0584
C  -2.9936  -5.6530  0.1615
C  -1.6436  -5.3705  -0.0380
C  -1.2552  -4.1062  -0.4608
H  -2.2928  -2.5415  -3.6487
H  -1.1313  -3.2774  -5.7071
H  1.3299  -3.0621  -5.8793
H  2.6283  -2.1341  -3.9747
H  1.4606  -1.4065  -1.9258
H  -3.6155  -0.4373  0.5279
H  -5.7021  0.8869  0.2132
H  -6.3291  1.6662  -2.0540
H  -4.8696  1.1468  -3.9822
H  -2.7780  -0.1246  -3.6495
H  -4.2976  -2.6312  -0.6424
H  -4.9938  -4.8767  0.0939
H  -3.3030  -6.6387  0.4925
H  -0.8962  -6.1370  0.1387
H  -0.2021  -3.8882  -0.6022

Its total charge is -2. Its multiplicity is 1. The LUMO energy comes out at 3.773 eV. The calculation puts the energy relative to the best compared isomer or geometry (same formula, charge and spin) at 32.6 kcal per mole. The value obtained for the gap between HOMO and LUMO is 5.7 eV.

Results of the Löwdin charge analysis, in e, for atoms 1 through 8: atom 1 (Pb): 1.511, atom 2 (C): -0.049, atom 3 (C): -0.114, atom 4 (C): -0.062, atom 5 (C): -0.276, atom 6 (N): -0.079, atom 7 (C): -0.399, atom 8 (C): -0.170

=====

C3H3Cl2F in the gas phase. Source: the OMol25 dataset; level of theory: the ωB97M-V functional and the def2-TZVPD basis.

Positions of all 9 atoms, in Å:
F  0.2555  -1.5550  -1.4134
C  -0.5464  -0.7199  -0.7126
C  -0.0262  0.6421  -0.4103
Cl  -1.0802  2.0330  -0.4661
C  -0.1548  -0.3549  0.6871
Cl  1.2926  -1.0446  1.3867
H  -1.5915  -0.8666  -0.9440
H  0.9776  0.8715  -0.7790
H  -0.9311  -0.2168  1.4077

Its total charge is 0. Its multiplicity is 1. The LUMO energy comes out at 0.867 eV. The calculation puts the energy relative to the best compared isomer or geometry (same formula, charge and spin) at 10.0 kcal per mole. Its SMILES is FC1[C@@H](Cl)[C@@H]1Cl. The value obtained for the gap between HOMO and LUMO is 11.3 eV.

Results of the Löwdin charge analysis, in e, for atoms 1 through 8: atom 1 (F): 0.021, atom 2 (C): -0.347, atom 3 (C): -0.677, atom 4 (Cl): 0.638, atom 5 (C): -0.652, atom 6 (Cl): 0.654, atom 7 (H): 0.149, atom 8 (H): 0.118